[1]
A cluster of 2 separate species, C3HF3S in total at a distorted geometry. Source: the OMol25 dataset; level of theory: ωB97M-V/def2-TZVPD.

As for the LUMO energy (alpha / beta): -3.9986 / -4.0104 eV. The value obtained for the HOMO energy (alpha / beta) is -0.390 / -0.390 Eh. The gap between HOMO and LUMO (alpha / beta) is 0.243 / 0.242 hartree.

Geometry as ORCA input:
```
! wB97M-V def2-TZVPD RIJCOSX def2/J DEFGRID3
* xyz 0 1
F -0.0599 -1.3534 0.7184
C 1.3847 2.2312 1.8326
C -0.8420 -0.9088 -0.2416
F -1.0421 -1.8808 -1.0977
F -2.0038 -0.5766 0.3955
C 2.4744 2.0137 1.5422
H 0.3075 -0.0412 -2.0613
S -0.2186 0.5160 -1.0882
*
```



[2]
An isolated molecule of C3HF3S2 at a distorted geometry. Source: the OMol25 dataset; level of theory: ωB97M-V/def2-TZVPD.

The SMILES is FC(F)(F)c1css1. As for the LUMO energy: -0.4289 eV. The value obtained for the HOMO energy is -0.351 Eh. The gap between HOMO and LUMO is 0.335 hartree.

Geometry as ORCA input:
```
! wB97M-V def2-TZVPD RIJCOSX def2/J DEFGRID3
* xyz 0 1
S -1.9710 -0.1828 1.7328
H -0.1176 -1.6871 1.5263
S -1.6395 1.3328 0.3097
C -0.1302 0.1274 0.1408
F 0.2401 0.1827 -2.1140
F 1.8407 -0.6862 -0.8031
C -0.5574 -0.8268 1.0532
C 0.8539 0.2898 -0.8794
F 1.4809 1.4502 -0.9663
*
```



[3]
A structure of composition C3HFO2Sm at a distorted geometry. Source: the OMol25 dataset; level of theory: ωB97M-V/def2-TZVPD.

As for the LUMO energy (alpha / beta): -5.1463 / -5.1634 eV. The value obtained for the HOMO energy (alpha / beta) is -0.338 / -0.462 Eh. The gap between HOMO and LUMO (alpha / beta) is 0.149 / 0.272 hartree.

Geometry as ORCA input:
```
! wB97M-V def2-TZVPD RIJCOSX def2/J DEFGRID3
* xyz 1 8
C -0.5315 -0.0897 1.0831
O -0.9910 0.6624 0.0243
Sm -0.1531 1.8030 -3.3154
O 0.9085 -0.3490 -0.5848
F 1.4839 -1.3904 1.3200
C -0.0612 0.5737 -1.0040
H -1.2380 -0.5127 1.8043
C 0.5823 -0.6973 0.6724
*
```



[4]
A structure of composition C3HI2O3 at a distorted geometry. Source: the OMol25 dataset; level of theory: ωB97M-V/def2-TZVPD.

As for the LUMO energy: 2.7962 eV. The value obtained for the HOMO energy is -0.158 Eh. The gap between HOMO and LUMO is 0.261 hartree.

Geometry as ORCA input:
```
! wB97M-V def2-TZVPD RIJCOSX def2/J DEFGRID3
* xyz -1 1
H -0.8412 0.0272 -1.8850
O 0.7425 -0.8894 0.2453
C -0.4799 -0.5698 0.2122
C -1.1379 0.0243 -0.8825
C 1.9716 0.3859 0.4038
O 2.8979 -0.1781 0.8314
O 1.5176 1.3478 -0.0218
I -3.0567 0.6700 -0.9711
I -1.6139 -0.8179 2.0679
*
```